Record 1
# C39H91N13O13

A cluster of 13 separate species, C39H91N13O13 in total at a distorted geometry (ωB97M-V/def2-TZVPD, OMol25).

Structure (ORCA input):
```
! RIJCOSX wB97M-V def2-TZVPD def2/J DEFGRID3
* xyz 0 1
C 7.67053 -9.31978 -0.62597
C 7.95760 -7.82536 -0.56537
O 8.96975 -7.35931 -1.11727
N 7.15815 -7.23290 0.37203
C 7.17286 -5.82656 0.88593
H 6.66614 -9.65926 -0.87901
H 7.80147 -9.61185 0.41598
H 8.26228 -9.95932 -1.28090
H 6.47160 -7.91462 0.66190
H 6.31665 -5.22227 0.58625
H 8.04425 -5.21881 0.64216
H 7.11579 -5.93986 1.96853
C 2.80837 -3.75273 -6.76579
C 3.29463 -3.57763 -8.18705
O 3.08958 -4.37142 -9.06040
N 3.95096 -2.40484 -8.43534
C 4.33937 -1.79247 -9.67977
H 1.94340 -4.37389 -6.53321
H 2.63932 -2.84218 -6.19097
H 3.63538 -4.23154 -6.24149
H 4.32039 -1.93437 -7.62153
H 5.11145 -2.27699 -10.27744
H 4.89507 -0.88280 -9.45219
H 3.53888 -1.68875 -10.41228
C -5.89505 6.87160 4.80612
C -5.79934 5.40873 4.71867
O -5.03536 4.98463 3.86627
N -6.57108 4.54255 5.41539
C -7.81222 4.90600 6.21215
H -5.63939 7.40436 3.89021
H -5.08155 7.18017 5.46272
H -6.77581 7.38590 5.19063
H -6.30790 3.57724 5.27757
H -7.55243 4.92384 7.27058
H -8.48473 4.07185 6.01208
H -8.20364 5.83208 5.79111
C -3.41871 -1.63828 8.89943
C -2.93741 -1.61133 7.42915
O -1.82151 -2.03502 7.12138
N -3.82043 -1.18343 6.51925
C -3.54794 -0.97617 5.15785
H -3.69512 -2.66710 9.13011
H -4.13436 -0.86905 9.18965
H -2.55862 -1.43491 9.53739
H -4.72387 -0.86353 6.83794
H -4.11962 -0.07857 4.92208
H -4.06430 -1.83250 4.72406
H -2.50186 -0.76382 4.93712
C 5.60167 4.60733 0.26696
C 5.31200 5.42231 -0.99376
O 6.03295 6.37658 -1.25281
N 4.36154 5.01419 -1.82206
C 4.08333 5.47050 -3.16468
H 5.36421 5.29770 1.07635
H 6.54734 4.06677 0.22669
H 4.92068 3.76395 0.38134
H 3.67232 4.38594 -1.43429
H 4.20070 6.55117 -3.24508
H 3.01607 5.30190 -3.30841
H 4.49341 4.93712 -4.02225
C 2.01262 -8.49921 -3.02496
C 1.03135 -9.61804 -2.75400
O 1.35918 -10.76851 -2.93650
N -0.21350 -9.33181 -2.43424
C -1.36715 -10.27647 -2.22463
H 1.52133 -7.55553 -2.78791
H 2.41462 -8.41914 -4.03495
H 2.84701 -8.73547 -2.36459
H -0.32099 -8.35964 -2.18239
H -1.90143 -10.65262 -3.09707
H -2.04601 -9.67613 -1.61895
H -0.99692 -11.10987 -1.62759
C -7.35914 5.13403 -1.35541
C -8.65027 5.08208 -2.06643
O -8.73201 4.45652 -3.13055
N -9.76911 5.57423 -1.46981
C -11.17502 5.38824 -1.88047
H -6.72117 5.56289 -2.12820
H -6.87254 4.16720 -1.22674
H -7.26023 5.70030 -0.42931
H -9.58726 6.26406 -0.75486
H -11.40709 4.74730 -2.73103
H -11.74455 6.31198 -1.98267
H -11.59805 4.83199 -1.04397
C -1.00944 12.11696 4.13279
C -0.78158 10.79616 3.53967
O -0.32764 9.89298 4.27332
N -1.24243 10.51322 2.29126
C -1.25388 9.08564 1.87524
H -2.08216 12.26973 4.25128
H -0.66009 12.94016 3.50956
H -0.48215 12.15531 5.08598
H -1.58302 11.22781 1.66402
H -1.60876 8.31185 2.55599
H -0.23559 8.74000 1.69711
H -1.73116 8.85014 0.92401
C -4.18468 -5.07639 -0.85868
C -2.77057 -5.03410 -0.42969
O -1.87795 -4.59460 -1.16017
N -2.67170 -5.17397 0.86459
C -1.46690 -5.35856 1.67589
H -4.70686 -4.18033 -0.52325
H -4.67398 -5.99632 -0.53863
H -4.27267 -4.96735 -1.93962
H -3.37438 -5.49835 1.51352
H -1.05298 -4.38815 1.94993
H -0.62547 -5.81098 1.15109
H -1.49527 -6.12671 2.44870
C -7.43706 -0.53134 -3.67547
C -7.53384 -0.16018 -2.28846
O -6.60716 -0.05661 -1.56575
N -8.80437 -0.00216 -1.91599
C -9.28018 0.36037 -0.51868
H -7.20815 0.30125 -4.34067
H -8.17399 -1.18563 -4.14125
H -6.51917 -1.11250 -3.76394
H -9.50115 -0.08955 -2.64190
H -9.53360 -0.53200 0.05364
H -10.01551 1.15933 -0.42352
H -8.44688 0.78265 0.04293
C 5.76429 0.53339 4.00597
C 7.20117 0.86921 4.47785
O 8.11878 -0.00354 4.59611
N 7.36552 2.10799 4.94728
C 8.68188 2.81385 5.22731
H 5.73965 0.10372 3.00453
H 4.99462 1.29810 4.11044
H 5.52451 -0.25217 4.72256
H 6.58625 2.61513 5.34179
H 9.10998 2.36373 6.12298
H 8.46639 3.88169 5.18990
H 9.51388 2.59091 4.55934
C 7.61406 -0.50897 -3.05001
C 7.34199 -1.59533 -4.09449
O 6.55013 -1.19298 -4.96193
N 7.92364 -2.74794 -4.01168
C 8.02069 -3.57524 -5.10673
H 8.13209 0.28300 -3.59085
H 8.19789 -0.66374 -2.14266
H 6.70145 -0.11970 -2.59866
H 8.49701 -3.04002 -3.23318
H 9.03055 -3.65458 -5.50921
H 7.36331 -3.25681 -5.91577
H 7.63832 -4.59188 -5.01544
C -1.25117 1.66463 0.03588
C 0.11473 1.07006 -0.27308
O 1.11522 1.83010 -0.26867
N 0.17247 -0.26863 -0.47458
C 1.44242 -0.96049 -0.66521
H -1.89370 1.53334 -0.83477
H -1.15319 2.72776 0.25555
H -1.74173 1.36540 0.96212
H -0.70223 -0.76982 -0.41266
H 1.42481 -1.81749 -1.33852
H 1.73707 -1.33973 0.31330
H 2.14811 -0.25023 -1.09605
*
```

HOMO	-9.1	eV
orbital gap	9.099	eV
ΔE to the lowest compared entry with this formula, charge and spin	199.4	kcal/mol
E_LUMO	-0.001	hartree


Record 2
# C39H96O18

A cluster of 18 separate species, C39H96O18 in total at a distorted geometry (ωB97M-V/def2-TZVPD, OMol25).

Structure (ORCA input):
```
! RIJCOSX wB97M-V def2-TZVPD def2/J DEFGRID3
* xyz 0 1
C 0.83643 4.03710 3.08587
C 0.53242 4.02988 4.57792
C 1.78970 3.64159 5.24559
O 2.39393 2.74825 4.33246
C 2.02170 3.10442 2.99325
H 1.18595 5.01624 2.75842
H 0.07737 3.77305 2.34952
H -0.23148 3.28252 4.79242
H 0.16447 4.98781 4.94546
H 1.71420 3.15275 6.21690
H 2.39479 4.52118 5.46536
H 1.88834 2.15247 2.47934
H 2.88138 3.65042 2.60475
C -4.26070 -2.10391 2.77471
C -4.70227 -1.39084 1.49361
C -5.91633 -2.18844 1.04141
O -6.48431 -2.76632 2.24170
C -5.56449 -2.61260 3.33720
H -3.77812 -1.40926 3.46224
H -3.55231 -2.92334 2.65300
H -4.02532 -1.31217 0.64293
H -4.90446 -0.36004 1.78458
H -5.76570 -3.03636 0.37324
H -6.68270 -1.53298 0.62772
H -5.39254 -3.46811 3.99037
H -5.93210 -1.77195 3.92564
C 4.21237 0.85551 0.15942
C 4.09685 2.28567 -0.34929
C 4.93052 2.34951 -1.62724
O 5.48123 1.02420 -1.74396
C 4.64726 0.11524 -1.06356
H 3.24380 0.47197 0.48013
H 4.87208 0.85419 1.02710
H 4.46684 2.99278 0.39315
H 3.04645 2.49491 -0.55171
H 5.67262 3.14541 -1.68991
H 4.25199 2.59738 -2.44348
H 5.07388 -0.87893 -0.93043
H 3.80808 -0.18877 -1.68921
C -3.91416 0.24555 -3.03243
C -2.91856 -0.46825 -3.90015
C -1.81908 -0.73268 -2.82788
O -2.17176 -0.01460 -1.63934
C -3.09137 0.96765 -1.97258
H -4.53422 -0.47811 -2.50333
H -4.48361 0.98292 -3.59821
H -2.54293 0.16313 -4.70537
H -3.24303 -1.35617 -4.44276
H -0.89418 -0.31277 -3.22329
H -1.55138 -1.75409 -2.55739
H -2.56026 1.84184 -2.34916
H -3.65290 1.24335 -1.07996
C -1.14848 -3.12271 1.01710
C -1.47466 -3.98124 -0.17267
C -0.45329 -5.12887 -0.01104
O -0.39930 -5.37485 1.40379
C -1.06683 -4.24581 2.06509
H -1.96304 -2.40243 1.09318
H -0.21006 -2.58879 0.86745
H -1.44390 -3.37465 -1.07776
H -2.50865 -4.32158 -0.11653
H 0.52487 -4.78969 -0.35203
H -0.75798 -5.96952 -0.63439
H -0.45967 -3.76360 2.83121
H -2.07552 -4.49978 2.39089
C -1.23075 0.84183 2.59319
C -2.36365 1.44258 1.79157
C -3.15841 2.17578 2.90282
O -3.03601 1.24547 3.98187
C -1.78109 0.66965 3.98260
H -0.40619 1.55470 2.59823
H -0.97291 -0.15459 2.23437
H -2.94186 0.70507 1.23493
H -1.97196 2.19239 1.10421
H -4.21558 2.33607 2.69113
H -2.73112 3.15768 3.10626
H -1.85557 -0.36299 4.32350
H -1.13848 1.11917 4.73963
C -6.60863 1.79659 -1.24764
C -6.18794 3.21813 -1.64245
C -6.74621 4.03814 -0.45521
O -6.86879 3.08583 0.65151
C -6.36358 1.82722 0.29845
H -6.02947 1.04524 -1.78442
H -7.66297 1.64222 -1.47705
H -6.58756 3.55214 -2.59997
H -5.10352 3.29888 -1.71742
H -7.75074 4.39537 -0.68195
H -6.03197 4.80528 -0.15609
H -6.82428 1.02514 0.87510
H -5.31128 1.76658 0.57613
C 6.93628 -0.90425 -5.52965
C 5.61671 -1.61638 -5.68158
C 4.52276 -0.56457 -5.43470
O 5.11092 0.66123 -5.87924
C 6.51789 0.55777 -5.56646
H 7.74148 -1.25404 -6.17571
H 7.40784 -1.02220 -4.55403
H 5.57416 -2.40211 -4.92732
H 5.59872 -2.17688 -6.61626
H 4.28589 -0.43682 -4.37845
H 3.60646 -0.82188 -5.96602
H 6.73141 1.07967 -4.63365
H 7.13541 1.03344 -6.32836
C 1.63593 -1.57025 3.50715
C 2.16599 -2.79556 4.17336
C 1.85015 -2.66555 5.65386
O 1.51305 -1.20427 5.76765
C 1.95325 -0.50991 4.57714
H 0.55756 -1.64070 3.36482
H 2.09983 -1.36891 2.54157
H 3.24599 -2.86197 4.04182
H 1.67105 -3.72061 3.87771
H 2.72817 -2.95426 6.23165
H 1.04566 -3.31950 5.99039
H 3.01778 -0.28676 4.50571
H 1.37265 0.36839 4.29502
O 1.89043 1.09130 -3.46991
H 2.64491 1.54078 -3.85063
H 1.20651 1.16436 -4.13561
O 0.12911 0.85460 -0.65034
H 0.63470 0.13566 -1.02946
H -0.78433 0.61017 -0.79905
O 1.43832 5.91761 0.30688
H 0.84987 5.16807 0.21656
H 2.23148 5.65786 -0.16180
O -2.46607 4.48164 -3.04743
H -1.59048 4.84750 -2.92203
H -2.36720 3.86608 -3.77375
O 1.41621 -1.39948 -2.04562
H 1.78259 -0.69434 -2.57926
H 1.44067 -2.16869 -2.61478
O -3.07970 4.14692 -0.21762
H -3.31465 4.07062 -1.14240
H -3.29402 5.05148 0.01059
O 1.61951 -3.19178 -4.22017
H 1.44171 -2.76509 -5.05836
H 2.06280 -4.00696 -4.45512
O -0.29072 3.75654 -0.47372
H -0.04611 2.83881 -0.35469
H -1.24150 3.76771 -0.36360
C 3.60355 -3.52495 0.20519
C 4.02955 -4.59967 -0.78837
C 4.82759 -4.08169 -1.96542
O 4.79057 -5.51075 -0.06790
H 4.34043 -3.26196 0.96410
H 2.71765 -3.82243 0.76624
H 3.23024 -2.62537 -0.28420
H 3.10418 -5.07647 -1.11155
H 5.79346 -3.69719 -1.63778
H 4.23340 -3.37516 -2.54494
H 4.92840 -4.92178 -2.65257
H 4.64605 -6.37064 -0.46953
*
```

HOMO	-9.1	eV
orbital gap	8.670	eV
E_LUMO	-0.017	hartree


Record 3
# C39H97BaN5O14Zn

A structure of composition C39H97BaN5O14Zn at a distorted geometry (ωB97M-V/def2-TZVPD, OMol25).

Structure (ORCA input):
```
! RIJCOSX wB97M-V def2-TZVPD def2/J DEFGRID3
* xyz 0 1
Ba -0.41170 -1.45251 -3.22397
Zn 0.16206 -1.16597 0.73625
C 2.39429 -0.02134 4.58934
C 2.47419 -0.39087 3.12902
O 1.36150 -0.46774 2.27658
H 1.95106 -0.82643 5.17543
H 1.84031 0.91562 4.64701
H 3.33955 0.22376 5.07361
H 2.98320 -1.35006 3.03433
H 3.12161 0.30325 2.59317
C -2.04354 -5.01127 1.57580
C -1.29954 -3.74878 2.11578
O -1.14808 -2.67287 1.21658
H -2.37883 -5.57169 2.44850
H -1.36155 -5.65210 1.01693
H -2.85786 -4.78157 0.88862
H -0.34200 -4.15339 2.44369
H -1.80334 -3.47991 3.04422
C -2.38253 0.86982 1.23139
C -1.70958 1.03467 -0.12401
O -0.88821 0.01597 -0.69336
H -2.88005 1.80049 1.50422
H -1.57325 0.67101 1.93398
H -3.07106 0.03259 1.34575
H -1.07378 1.91957 -0.09560
H -2.59042 1.17471 -0.75059
C 2.28490 -3.91782 0.74341
C 2.26250 -2.84618 -0.47468
C 2.83043 -3.61824 -1.70340
O 1.02649 -2.21214 -0.79270
H 2.17822 -3.42129 1.70787
H 3.27084 -4.37315 0.83669
H 1.49215 -4.62256 0.49237
H 3.01767 -2.09091 -0.25700
H 2.44896 -3.18876 -2.62975
H 2.64511 -4.68700 -1.81075
H 3.85104 -3.37243 -1.99671
C -1.50978 -0.09392 4.68170
O -2.55559 0.81912 4.66892
C -3.81121 0.16599 4.79774
C -4.94609 1.00019 4.35281
N -5.31772 2.04371 5.30911
C -6.45702 2.84130 4.85731
C -6.41424 4.23737 5.65262
O -5.41232 4.91080 4.96813
C -5.36441 6.29033 4.83579
H -0.53787 0.36072 4.87353
H -1.46916 -0.70867 3.78252
H -1.52342 -0.78306 5.52610
H -3.81591 -0.33062 5.76803
H -3.76264 -0.60665 4.03041
H -5.77494 0.34946 4.07411
H -4.63070 1.57411 3.48147
H -4.52421 2.66851 5.31757
H -7.41523 2.36156 5.05677
H -6.42464 2.88986 3.76887
H -6.35806 4.25664 6.74100
H -7.34807 4.77790 5.49799
H -4.31241 6.52462 4.67299
H -5.62442 6.71256 5.80646
H -5.98230 6.61493 3.99857
C 4.78358 0.88233 0.03931
O 6.11535 0.35790 -0.00898
C 6.51679 0.36832 1.33377
C 7.69564 -0.55036 1.35972
N 7.33946 -2.00918 1.44295
C 6.89273 -2.62782 2.66475
C 5.73007 -3.58108 2.45275
O 6.01191 -4.56828 1.48063
C 6.81400 -5.79988 1.75287
H 4.33337 1.08607 -0.93224
H 4.71361 1.82459 0.58278
H 4.02135 0.21485 0.44127
H 5.88015 0.08746 2.17276
H 6.83158 1.38519 1.56825
H 8.34415 -0.22382 2.17268
H 8.23731 -0.58266 0.41439
H 6.61125 -2.10988 0.75038
H 6.50235 -1.93587 3.41101
H 7.73967 -3.02636 3.22326
H 4.81741 -3.12025 2.07487
H 5.39279 -4.05091 3.37665
H 7.78548 -5.43419 2.08546
H 7.13171 -6.39455 0.89642
H 6.35670 -6.50777 2.44415
C 0.03106 3.02574 3.43327
O 0.83926 4.07037 2.88494
C 1.96313 3.66004 2.07134
C 2.61355 4.88123 1.40470
N 1.77727 5.73962 0.58508
C 1.75743 5.11229 -0.77047
C 0.53585 5.52278 -1.56741
O 0.92767 5.30371 -2.94837
C 0.15552 6.05112 -3.92245
H 0.34824 2.02886 3.12711
H -1.02183 3.26382 3.28209
H 0.17915 3.17114 4.50333
H 1.66940 2.99175 1.26189
H 2.73636 3.22964 2.70772
H 3.52557 4.69027 0.83915
H 2.99872 5.51171 2.20610
H 0.87374 5.90815 1.00382
H 1.63272 4.03610 -0.65065
H 2.67846 5.40368 -1.27534
H 0.47153 6.59920 -1.40845
H -0.36845 4.97740 -1.29736
H 0.54907 5.75784 -4.89570
H 0.37149 7.11951 -3.92195
H -0.90986 5.84825 -4.03155
C -4.62765 -0.29306 -5.22117
O -3.85086 -0.55387 -4.03164
C -4.66870 -1.15608 -3.04630
C -3.84079 -1.66667 -1.84061
N -2.76223 -2.67680 -2.01410
C -3.10603 -3.86194 -2.73117
C -1.89004 -4.81316 -2.73574
O -0.91432 -4.34604 -3.70376
C 0.14921 -5.19704 -3.77318
H -3.92491 0.17843 -5.90815
H -5.25792 0.45883 -4.74627
H -5.34464 -1.02444 -5.59417
H -5.27447 -1.91802 -3.53680
H -5.43725 -0.49523 -2.64542
H -4.45924 -2.04208 -1.02532
H -3.37992 -0.87142 -1.25471
H -2.42857 -3.10971 -1.16478
H -3.36157 -3.55054 -3.74400
H -3.94951 -4.43231 -2.34218
H -2.25675 -5.69461 -3.26175
H -1.57641 -5.02849 -1.71428
H -0.01267 -6.09537 -4.36890
H 0.51552 -5.44396 -2.77671
H 0.86538 -4.62261 -4.36074
C -2.50824 -2.49981 -6.98344
O -1.70222 -1.75603 -6.07324
C -1.38339 -0.52522 -6.78737
C -0.72861 0.58408 -5.81889
N -1.44762 0.63111 -4.58535
C -1.27270 1.79757 -3.77008
C 0.15454 2.17700 -3.47850
O 1.05245 1.13368 -3.08134
C 2.40665 1.53465 -3.08299
H -1.80592 -2.59222 -7.81188
H -3.44152 -1.98289 -7.20672
H -2.78009 -3.43366 -6.49135
H -2.29028 -0.05994 -7.17358
H -0.66844 -0.61502 -7.60523
H -0.86729 1.58931 -6.21687
H 0.34950 0.42361 -5.82413
H -2.37982 0.46620 -4.93739
H -1.78763 1.72217 -2.81235
H -1.63403 2.65250 -4.34160
H 0.05746 2.91727 -2.68436
H 0.51240 2.77541 -4.31632
H 2.38996 2.25139 -2.26193
H 2.74007 1.96650 -4.02662
H 3.06727 0.76920 -2.67585
*
```

HOMO	-6.6	eV
orbital gap	5.956	eV
E_LUMO	-0.022	hartree


Q: The lowest E_LUMO belongs to which entry?
A: C39H97BaN5O14Zn